2 unconnected molecules or ions with the total composition C5H12N, computed with wB97M-V/def2-TZVPD.

The geometry in XYZ format:
```
18
Properties=species:S:1:pos:R:3
C -0.99200 -1.07218 -0.42144
C 1.36506 -0.53661 0.47383
C -2.48121 0.60676 0.47350
C 2.64780 0.22981 0.21614
C 1.42373 0.57981 -0.54632
N -1.69925 -0.01722 -0.55030
H -0.48515 -1.49036 -1.27745
H -1.02972 -1.63815 0.49727
H 1.38017 -1.56706 0.15870
H 0.89471 -0.34971 1.42678
H -1.68765 0.47912 -1.44260
H -3.51917 0.69185 0.13805
H -2.11891 1.61966 0.66402
H -2.44546 0.03025 1.39541
H 3.44211 -0.28799 -0.29890
H 2.99043 0.89511 0.99298
H 1.39310 0.32061 -1.59454
H 0.92140 1.50628 -0.30515
```

The total charge is +1. For the relative energy (zero: lowest compared OMol25 entry of this formula, charge and spin), the calculation gives 53.0 kcal/mol. Its total energy is -252.1466 a.u.



A single C6H4Cl4O2 molecule, computed with wB97M-V/def2-TZVPD.

The geometry in XYZ format:
```
16
Properties=species:S:1:pos:R:3
C 0.53822 -0.48390 -1.24243
C 0.73363 0.76825 -0.96597
C -1.67733 -0.53722 -0.13874
C -1.88662 0.80055 0.12583
C -0.39593 -1.25079 -0.21134
C -1.05740 1.80421 0.64056
O 0.33117 -1.20685 1.03675
O -1.34073 3.06214 0.37918
Cl 1.60790 2.00686 -1.66094
Cl -2.96362 -1.49393 -0.67459
Cl -3.38499 1.49350 -0.55899
Cl -0.05128 1.52572 1.99731
H 0.76466 -1.15705 -2.04153
H -0.67721 -2.19731 -0.57079
H 0.83920 -1.96863 1.32815
H -0.66744 3.80994 0.76176
```

The total charge is 0. For the relative energy (zero: lowest compared OMol25 entry of this formula, charge and spin), the calculation gives 5.1 kcal/mol. Its total energy is -2222.0830 a.u.



A single C3H6N2O molecule, computed with wB97M-V/def2-TZVPD.

The geometry in XYZ format:
```
12
Properties=species:S:1:pos:R:3
O 1.63913 -0.28385 1.71158
N 1.02653 0.53056 0.81768
C 0.34934 -0.16224 -0.09066
C -0.49033 0.74529 -0.91285
N -1.58642 0.89315 -0.02754
C 0.03878 -1.49474 -0.08449
H 2.09979 0.32873 2.30252
H -0.71551 0.27799 -1.89550
H 0.04642 1.68656 -1.15156
H -2.25096 1.55177 -0.46041
H -0.59863 -1.89535 -0.86458
H 0.44186 -2.17784 0.65583
```

The total charge is 0. For the relative energy (zero: lowest compared OMol25 entry of this formula, charge and spin), the calculation gives 135.5 kcal/mol. Its total energy is -302.4772 a.u.



2 unconnected molecules or ions with the total composition C4H11NO, computed with wB97M-V/def2-TZVPD.

The geometry in XYZ format:
```
17
Properties=species:S:1:pos:R:3
C -1.13834 1.41098 0.26787
N -1.43967 0.60971 -0.88650
C -0.82204 0.83931 -2.15923
H -0.05165 1.53200 0.35445
H -1.46678 2.45873 0.17406
H -1.39681 1.05429 1.25360
H -2.41772 0.38152 -0.84065
H -0.63716 1.90166 -2.37271
H -1.50714 0.50657 -2.92820
H 0.11595 0.29250 -2.27735
C 1.99919 -0.50462 1.75738
C 1.19425 -1.46557 1.28999
O 0.51696 -1.34736 0.09489
H 2.24513 -0.54266 2.80686
H 2.56263 0.01912 1.00146
H 0.88309 -2.31047 1.89833
H 0.23124 -0.42353 0.12789
```

The total charge is 0. Its SMILES is C=CO.CNC. For the relative energy (zero: lowest compared OMol25 entry of this formula, charge and spin), the calculation gives 61.8 kcal/mol. Its total energy is -288.9185 a.u.



A single C4H8N2O molecule, computed with wB97M-V/def2-TZVPD.

The geometry in XYZ format:
```
15
Properties=species:S:1:pos:R:3
C 0.85926 0.81990 -1.77829
N 0.11013 -0.22821 -1.10552
C -0.56163 0.18653 0.10375
C -1.02996 -1.05724 0.90731
O 0.00498 -1.56314 1.71614
C 0.27089 0.92361 1.09885
N 0.83880 1.31258 2.02927
H 1.64170 1.27115 -1.14854
H 1.32128 0.41489 -2.68219
H 0.17660 1.61623 -2.08976
H 0.71202 -1.01780 -0.89434
H -1.40117 0.84393 -0.16372
H -1.27017 -1.84173 0.18502
H -1.93546 -0.82179 1.48600
H 0.26274 -0.85891 2.33603
```

The total charge is 0. Its SMILES is CN[C@H](C#N)CO. For the relative energy (zero: lowest compared OMol25 entry of this formula, charge and spin), the calculation gives 44.2 kcal/mol. Its total energy is -341.9333 a.u.



A molecular structure, C5H10O2, computed with wB97M-V/def2-TZVPD.

The geometry in XYZ format:
```
17
Properties=species:S:1:pos:R:3
C -2.25041 -0.00806 -0.12820
C -0.67372 -0.05182 -0.02862
C 0.08252 -0.59420 1.14489
C 1.26236 -0.67946 0.11177
C 0.16328 -0.89998 -0.92125
H -2.65034 0.36837 -0.98718
H -2.79065 0.61600 0.57830
H -2.62619 -1.03116 -0.15615
H 0.50058 1.49887 0.26708
H 0.32177 0.12804 2.02245
H -0.33300 -1.51936 1.60744
H 2.02107 -1.48145 0.25650
H 2.19754 0.88583 -1.14976
H 0.39893 -0.51362 -1.84953
H -0.21251 -1.94571 -1.02088
O -0.45116 1.36484 0.01421
O 1.90974 0.68458 -0.09419
```

The total charge is 0. For the relative energy (zero: lowest compared OMol25 entry of this formula, charge and spin), the calculation gives 86.1 kcal/mol. Its total energy is -346.8882 a.u.



A molecular structure, C20H59B2F4N5O5V2, computed with wB97M-V/def2-TZVPD.

The geometry in XYZ format:
```
97
Properties=species:S:1:pos:R:3
V 1.59855 1.56019 -1.46588
V -1.23508 1.64466 2.60619
B -0.05337 0.90515 0.34188
H 0.15130 2.02884 0.53313
H -0.43791 0.41865 1.30967
H -0.95308 0.87289 -0.36629
H 0.87136 0.36010 -0.04072
B -1.20809 4.78883 1.22202
F -2.15160 5.60542 1.80685
F -1.71431 4.19249 0.05980
F -0.06794 5.53686 0.87077
F -0.84926 3.76070 2.14633
C 1.66548 -6.11878 3.14649
C 1.28808 -6.20887 1.65614
C 1.36479 -4.91971 0.85201
O 0.49920 -3.91750 1.34036
C 0.42019 -2.82621 0.45715
N 2.09305 -7.24056 1.00294
H 2.03153 -7.07867 3.49240
H 0.98212 -5.48434 3.70104
H 2.57967 -5.50817 3.09913
H 0.23613 -6.48413 1.49205
H 1.05235 -5.17726 -0.17164
H 2.40813 -4.60118 0.70237
H -0.51425 -2.31468 0.66261
H 0.48189 -3.08397 -0.60880
H 1.31730 -2.20018 0.54732
H 2.13276 -8.12187 1.49225
H 1.74421 -7.43048 0.07204
C -1.42411 -0.50284 -4.04687
C -0.31084 -0.10456 -3.03798
C 0.94850 -0.90533 -3.26008
O 1.82914 -0.50569 -2.17641
C 2.85862 -1.47865 -1.91582
N -0.07994 1.35057 -3.11973
H -1.87136 -1.45583 -3.76364
H -1.02167 -0.56336 -5.05934
H -2.22291 0.23826 -4.00871
H -0.79034 -0.31393 -2.08355
H 1.42467 -0.72873 -4.22678
H 0.71064 -1.96667 -3.18052
H 3.62797 -1.48574 -2.69121
H 2.41286 -2.47177 -1.89240
H 3.31836 -1.18761 -0.97394
H -0.00159 1.63989 -4.10351
H -1.01385 1.77229 -3.06188
C -5.34870 0.87964 1.19243
C -3.92379 0.35794 0.93808
C -3.71249 -0.46825 -0.32981
O -4.70439 -1.46313 -0.37208
C -4.62096 -2.24327 -1.54557
N -2.97713 1.51763 0.95113
H -6.07722 0.07922 1.13299
H -5.58795 1.70434 0.51084
H -5.32727 1.41917 2.14236
H -3.77481 -0.33638 1.77144
H -2.72684 -0.93393 -0.44835
H -3.83319 0.19123 -1.20675
H -5.25906 -3.12178 -1.59772
H -3.60653 -2.59563 -1.76923
H -4.94550 -1.58135 -2.36022
H -2.43936 1.44447 0.09954
H -3.58009 2.32616 0.81259
C 1.15059 5.93806 -2.32620
C 1.18517 4.41870 -2.59736
C 2.42562 3.93458 -3.35529
O 2.72869 2.54224 -3.11721
C 3.77204 2.05506 -3.91066
N 1.06210 3.68333 -1.28272
H 1.42760 6.51176 -3.20567
H 1.70722 6.18579 -1.41949
H 0.13225 6.10945 -1.98108
H 0.25134 4.19374 -3.12351
H 3.25762 4.56057 -3.02156
H 2.25563 4.12033 -4.41537
H 3.44422 1.79500 -4.92222
H 4.18997 1.10207 -3.56141
H 4.67625 2.66991 -3.91204
H 1.80420 4.26214 -0.84991
H 0.35033 4.13285 -0.70247
C 2.73555 0.53011 4.58885
C 1.36537 0.50253 3.84945
C 0.28786 -0.18998 4.58980
O -0.87782 -0.30448 3.74881
C -1.26348 -1.60284 3.29998
N 0.91009 1.89406 3.51713
H 3.61625 0.59569 3.95741
H 2.73599 -0.44931 5.07380
H 2.74398 1.31658 5.34137
H 1.56910 0.07603 2.86546
H -0.11099 0.30646 5.48484
H 0.43728 -1.18058 5.03007
H -1.79959 -2.09926 4.11825
H -0.43352 -2.30282 3.16869
H -1.93149 -1.58145 2.44543
H 1.65943 2.33403 2.99153
H 0.85306 2.47509 4.35442
```

The total charge is +2. Its total energy is -3784.2091 a.u. The spin multiplicity is 7. The expectation value of S² is 12.010.



A single C5H8O2 molecule, computed with wB97M-V/def2-TZVPD.

The geometry in XYZ format:
```
15
Properties=species:S:1:pos:R:3
C -1.72979 -0.27579 1.21055
C -0.40181 -0.27936 1.14751
O 0.89556 -1.53305 -0.33257
C 0.40924 -0.22203 -0.11532
C 1.50781 0.84972 -0.21157
O 0.80306 1.54162 -1.25063
C -0.16097 0.48763 -1.35878
H -2.24860 -0.52896 2.13128
H -2.34344 -0.06171 0.33713
H 0.16292 -2.12444 -0.11711
H 0.19138 -0.53314 2.02765
H 1.65497 1.48278 0.67243
H 2.46878 0.44570 -0.55509
H -0.01875 -0.11011 -2.26881
H -1.19038 0.86113 -1.31665
```

The total charge is 0. Its SMILES is C=CC1(O)COC1. For the relative energy (zero: lowest compared OMol25 entry of this formula, charge and spin), the calculation gives 51.9 kcal/mol. Its total energy is -345.7223 a.u.